1.
ORCA calculation (wB97M-V/def2-TZVPD) on a cluster of 3 separate species, C12H18O9 in total in a non-equilibrium geometry.

Cartesian coordinates (Å):
C1 -0.4908 1.5539 6.7595
C2 0.4019 1.4282 5.4951
C3 -0.3898 0.9647 4.2981
O1 0.0970 1.8361 3.3134
C4 0.5527 2.8861 3.8496
O2 0.7758 3.9049 3.1518
O3 0.8762 2.6244 5.1312
H1 -0.0527 2.1690 7.5454
H2 -0.4856 0.5634 7.2145
H3 -1.4524 2.0260 6.5583
H4 1.3500 0.8920 5.5364
H5 -1.4738 1.0685 4.2487
H6 -0.2080 -0.0790 4.0421
C5 -2.7672 -1.2511 -3.4287
C6 -3.0983 -2.6952 -3.9331
C7 -2.9390 -2.8844 -5.4727
O4 -2.5211 -4.1789 -5.4185
C8 -1.8226 -4.4553 -4.2928
O5 -1.4194 -5.5561 -3.9902
O6 -2.0464 -3.4964 -3.5168
H7 -2.5099 -1.1186 -2.3779
H8 -3.5993 -0.6168 -3.7343
H9 -1.9028 -0.8499 -3.9578
H10 -4.0609 -3.0061 -3.5270
H11 -2.1955 -2.2593 -5.9673
H12 -3.8634 -2.7996 -6.0440
C9 2.6765 2.4195 -1.8773
C10 2.9324 0.8849 -1.3459
C11 3.4516 0.8702 0.0961
O7 2.6772 -0.2163 0.5867
C12 1.6153 -0.4725 -0.1889
O8 0.8095 -1.3727 0.0535
O9 1.5885 0.2717 -1.2776
H13 2.3990 2.3629 -2.9298
H14 3.6550 2.8988 -1.8463
H15 2.0555 2.9757 -1.1750
H16 3.5044 0.2285 -2.0018
H17 3.4028 1.8200 0.6287
H18 4.4777 0.6589 -0.2049

E_HOMO ... -10.59 eV
SMILES string ... C[C@H]1COC(=O)O1.C[C@H]1COC(=O)O1.C[C@H]1COC(=O)O1
Calculated total energy ... -31161.228 eV
E_LUMO ... 0.0224 hartree

=====

2.
ORCA calculation (wB97M-V/def2-TZVPD) on a structure of composition C12H18OS in a non-equilibrium geometry.

Cartesian coordinates (Å):
C1 1.8413 2.1923 -2.1899
C2 1.5253 2.6688 -0.9078
C3 2.0346 0.7908 -2.3286
C4 1.4450 1.8185 0.1767
C5 1.7326 -0.0107 -1.2868
C6 1.5254 0.4686 0.0073
C7 1.8577 0.0248 2.5178
C8 -1.0229 -2.0879 -0.6396
C9 -3.1698 -1.4170 0.5445
C10 -1.8601 0.3565 -0.6638
C11 1.4655 -0.5185 1.1076
C12 -1.8565 -0.9477 0.1795
O1 -1.2434 0.3836 2.3698
S1 -0.8556 -0.8544 1.7387
H1 1.8358 2.9425 -2.8878
H2 1.2555 3.6781 -0.9497
H3 2.3083 0.2101 -3.1968
H4 1.0917 2.0975 1.1637
H5 1.7931 -1.0942 -1.5201
H6 0.9105 0.4706 3.0499
H7 2.7289 0.6692 2.5872
H8 2.0509 -0.8056 3.3593
H9 -1.3897 -2.0779 -1.7076
H10 0.0291 -1.7825 -0.6118
H11 -1.1937 -2.9847 -0.1566
H12 -3.8641 -0.6143 0.8149
H13 -3.1416 -1.8915 1.5434
H14 -3.5831 -1.9948 -0.3908
H15 -2.0371 1.1799 0.1146
H16 -1.0180 0.4339 -1.3247
H17 -2.7865 0.2236 -1.3455
H18 1.5910 -1.5275 0.8327

E_HOMO (alpha / beta) ... -7.62 / -7.63 eV
Calculated total energy ... -25615.167 eV
E_LUMO (alpha / beta) ... -0.0019 / -0.0019 hartree

=====

3.
ORCA calculation (wB97M-V/def2-TZVPD) on an isolated molecule of C12H18OSi in a non-equilibrium geometry.

Cartesian coordinates (Å):
C1 3.4482 -1.0791 -0.4418
C2 3.0692 -1.1646 0.8747
C3 3.0670 -0.0617 -1.2919
C4 2.0803 -0.3442 1.3269
C5 1.9925 0.7613 -0.8619
C6 1.4880 0.5207 0.4032
C7 -0.9154 2.2675 -1.1854
C8 -0.7638 1.3786 -0.1762
C9 -3.4163 -0.1718 -0.7896
C10 -1.9698 -1.0084 1.9263
C11 -0.8161 -1.7827 -0.7140
C12 0.3671 1.4001 0.8159
O1 0.9773 2.6699 0.7513
Si1 -1.7688 -0.3085 0.1316
H1 4.1302 -1.8147 -0.9344
H2 3.5662 -1.7971 1.6108
H3 3.5254 -0.0606 -2.2225
H4 1.6207 -0.3783 2.2071
H5 1.5480 1.4796 -1.5161
H6 -1.7427 2.1653 -1.8952
H7 -0.3672 3.1307 -1.3382
H8 -3.9266 -1.1503 -0.5702
H9 -4.1211 0.5106 -0.5976
H10 -3.1648 -0.2405 -1.9120
H11 -2.9174 -0.5462 2.2673
H12 -2.2921 -2.0798 2.0606
H13 -1.0199 -0.8352 2.4235
H14 -0.6548 -1.5981 -1.7823
H15 0.1114 -1.8958 -0.1002
H16 -1.6126 -2.6038 -0.7159
H17 0.0683 1.2500 1.7999
H18 0.4098 3.3873 0.4464

E_HOMO ... -8.95 eV
SMILES string ... C=C([C@H](O)c1ccccc1)[Si](C)(C)C
Calculated total energy ... -22659.208 eV
E_LUMO ... 0.0288 hartree

=====

4.
ORCA calculation (wB97M-V/def2-TZVPD) on an isolated molecule of C12H19Br in a non-equilibrium geometry.

Cartesian coordinates (Å):
C1 -0.4042 -1.1092 -0.9882
C2 -0.7182 -2.2735 -1.4423
C3 -0.8635 1.7471 0.3081
C4 -1.9458 0.6964 0.4775
C5 0.4659 0.9526 0.1208
C6 -1.1288 -0.5425 0.8530
C7 0.4457 0.0595 -1.2600
C8 0.2238 -0.0632 1.3394
C9 -0.2108 0.9333 -2.3650
C10 1.8393 -0.2932 -1.6248
C11 1.1997 -1.2451 1.4808
C12 0.2721 0.6976 2.6582
Br1 -2.1038 -2.0073 1.5936
H1 -0.5642 -2.6815 -2.4332
H2 -1.2362 -3.1055 -0.9020
H3 -1.1268 2.3790 -0.5763
H4 -0.8177 2.7380 0.9944
H5 -2.5937 1.0502 1.2932
H6 -2.4547 0.5809 -0.4081
H7 1.3377 1.4272 0.1820
H8 -1.1955 0.7387 -2.2837
H9 -0.1288 0.5470 -3.3039
H10 -0.0091 1.9470 -2.2553
H11 1.7267 -0.7330 -2.6305
H12 2.3466 -1.1818 -1.2089
H13 2.4264 0.6254 -1.4265
H14 0.7642 -1.8773 2.2948
H15 2.3015 -0.8450 1.7635
H16 1.3523 -1.7913 0.5723
H17 1.1556 1.2560 2.7187
H18 0.3057 0.0763 3.6749
H19 -0.6615 1.2972 2.7836

E_HOMO ... -8.48 eV
Calculated total energy ... -82790.353 eV
E_LUMO ... 0.0291 hartree

=====

5.
ORCA calculation (wB97M-V/def2-TZVPD) on a structure of composition C12H19Br6N5O10 in a non-equilibrium geometry.

Cartesian coordinates (Å):
C1 -4.2087 -1.8139 1.1372
N1 -4.0780 -0.8958 2.2820
O1 -2.9911 -0.6993 2.7526
O2 -5.1358 -0.3894 2.7157
H1 -4.2679 -1.1605 0.2668
H2 -5.0499 -2.4901 1.2895
H3 -3.2975 -2.4115 1.1663
C2 -0.2260 -0.1207 0.5886
N2 -0.7267 -0.5265 -0.7451
O3 -1.7821 -0.1159 -0.9898
O4 -0.0825 -1.2792 -1.4732
H4 0.8619 -0.0667 0.5480
H5 -0.6189 -0.9884 1.1186
H6 -0.6779 0.8457 0.8125
C3 -4.3421 1.3946 -2.1848
N3 -4.8383 1.8340 -3.5363
O5 -5.0580 0.9506 -4.3939
O6 -4.9716 3.0010 -3.7899
H7 -4.1414 0.3285 -2.2907
H8 -5.1135 1.5252 -1.4259
H9 -3.5158 2.0850 -2.0153
C4 0.9563 -0.4146 -3.9725
N4 0.0997 0.6707 -4.3992
O7 0.6177 1.5952 -4.9825
O8 -1.0993 0.7900 -4.0399
H10 0.3910 -1.3433 -4.0502
H11 1.2687 -0.1975 -2.9511
H12 1.8092 -0.5478 -4.6379
C5 5.6289 -4.7576 1.9739
C6 6.1306 -3.4625 2.0618
C7 5.2932 -2.3941 2.3575
C8 3.9167 -2.5634 2.5743
C9 3.3823 -3.8603 2.3540
C10 4.2863 -4.8746 2.0569
N5 2.9588 -1.4892 2.8696
O9 3.4213 -0.4915 3.3473
O10 1.7753 -1.5414 2.6082
H13 6.3512 -5.5395 1.7918
H14 7.1856 -3.2325 2.0845
H15 5.7151 -1.4110 2.5062
H16 2.3447 -4.0721 2.5659
H17 3.8041 -5.8389 1.9938
C11 1.6372 4.6618 2.2330
Br1 0.7102 2.8164 2.4433
Br2 2.0954 5.0179 0.3325
Br3 2.9931 5.2488 3.6507
H18 0.8388 5.3770 2.4310
C12 -2.0024 4.7055 -1.4127
Br4 -2.1042 4.2891 -3.3175
Br5 -1.0382 3.1979 -0.5790
Br6 -3.7425 5.0869 -0.5008
H19 -1.3629 5.5682 -1.2255

E_HOMO ... -10.00 eV
Calculated total energy ... -460915.798 eV
E_LUMO ... -0.0435 hartree

=====

6.
ORCA calculation (wB97M-V/def2-TZVPD) on a structure of composition C12H19EuO7P in a non-equilibrium geometry.

Cartesian coordinates (Å):
Eu1 -0.4366 0.0060 -0.1301
O1 -2.6632 -2.7776 1.0641
C1 -1.7523 -2.1269 0.8242
C2 1.7356 1.8134 -0.7634
O2 2.5469 2.5795 -1.0662
C3 -0.6853 -0.3177 -2.7375
O3 -1.0904 -0.3376 -3.8077
C4 0.6727 0.2284 2.4712
O4 1.0556 0.3499 3.5433
C5 1.1633 -2.1989 -0.1662
H1 1.0899 -2.5710 0.8757
H2 0.5386 -2.7353 -0.9123
C6 2.0772 -1.2577 -0.5282
H3 2.2521 -0.9789 -1.5871
H4 2.7831 -0.8166 0.2032
C7 -0.7611 5.1579 -0.6383
C8 -0.1727 4.5497 0.6348
O5 -1.1679 3.5948 1.2496
P1 -1.8383 2.6592 0.0016
O6 -3.2898 3.2936 -0.1953
C9 -4.3773 3.7279 0.7083
C10 -3.9131 4.3060 2.0208
O7 -2.6100 0.5569 -0.3002
C11 -3.9437 0.2984 0.0893
C12 -4.0953 0.3411 1.5928
H5 -0.9868 4.4200 -1.4312
H6 -0.0922 5.8797 -1.1002
H7 -1.6677 5.7134 -0.3944
H8 0.7154 3.9406 0.4109
H9 0.0344 5.3175 1.3825
H10 -4.8816 4.5031 0.1174
H11 -5.0056 2.8375 0.8162
H12 -3.3668 5.2424 1.8723
H13 -4.7932 4.5947 2.6074
H14 -3.3462 3.6129 2.6537
H15 -4.6030 1.0074 -0.3944
H16 -4.2397 -0.6757 -0.2906
H17 -4.0796 1.3573 1.9669
H18 -5.0352 -0.1039 1.9243
H19 -3.3058 -0.1969 2.1054

E_HOMO (alpha / beta) ... -15.41 / -16.19 eV
Calculated total energy ... -55684.653 eV
2S+1 ... 8
Charge ... +2
E_LUMO (alpha / beta) ... -0.2950 / -0.2932 hartree
Expectation value of S² ... 15.760